#i
C4H5Cl | the ωB97M-V functional and the def2-TZVPD basis

Summary:
Frontier orbital gap, eV: 10.32
E_LUMO, eV: 0.53
HOMO level, eV: -9.79

```
! wB97M-V def2-TZVPD RIJCOSX def2/J DEFGRID3
* xyz 0 1
C -2.033 -0.687 -0.051
C -0.658 0.134 -0.599
C 0.459 0.617 -0.526
C 2.000 0.848 0.018
H -1.881 -1.678 0.827
H -3.042 -1.327 -0.865
H -2.223 0.235 0.727
H 2.020 1.071 1.139
H 2.683 1.726 -0.424
Cl 2.674 -0.938 -0.246
*
```

---

#ii
C4H5Cl | the ωB97M-V functional and the def2-TZVPD basis

Summary:
Frontier orbital gap (alpha / beta), eV: 8.65 / 6.31
E_LUMO (alpha / beta), eV: -1.62 / -2.62
HOMO level (alpha / beta), eV: -10.27 / -8.93

```
! wB97M-V def2-TZVPD RIJCOSX def2/J DEFGRID3
* xyz 0 1
C 0.391 -0.380 0.573
C 0.695 -0.192 1.789
C 0.540 1.180 1.276
C -0.264 -1.053 -0.557
Cl 1.680 -1.874 4.037
H 1.251 1.897 0.903
H -0.172 1.877 1.595
H -0.894 -1.814 -0.146
H 0.605 -1.550 -0.967
H -0.521 -0.383 -1.466
*
```

---

Relative energy of each structure, in eV: #i 0.000; #ii 0.181.

---

#i
C20H29N5O3S | the ωB97M-V functional and the def2-TZVPD basis

Summary:
Frontier orbital gap, eV: 8.69
E_LUMO, eV: 0.13
SMILES string: CCCNC(=O)Cn1cnc2sc(C(=O)N3CCN(CCC)CC3)c(C)c2c1=O
HOMO level, eV: -8.57

```
! wB97M-V def2-TZVPD RIJCOSX def2/J DEFGRID3
* xyz 0 1
C -1.610 4.246 4.274
C -2.935 4.724 3.691
C -3.396 3.868 2.510
N -2.521 4.022 1.371
C -2.936 4.469 0.181
O -4.079 4.751 -0.106
C -1.789 4.590 -0.847
N -1.316 3.287 -1.273
C -1.828 2.708 -2.385
N -1.466 1.570 -2.865
C -0.491 0.931 -2.191
S 0.167 -0.580 -2.691
C 1.247 -0.583 -1.313
C 2.301 -1.628 -1.188
O 3.477 -1.308 -1.149
N 1.891 -2.914 -1.176
C 0.549 -3.376 -0.917
C 0.507 -4.081 0.445
N 1.452 -5.177 0.436
C 1.292 -6.139 1.506
C 1.540 -5.630 2.934
C 1.349 -6.748 3.950
C 2.798 -4.672 0.253
C 2.874 -3.974 -1.105
C 1.117 0.527 -0.529
C 1.912 0.783 0.705
C 0.103 1.401 -1.022
C -0.339 2.656 -0.481
O 0.038 3.188 0.553
H -0.810 4.309 3.540
H -1.332 4.858 5.128
H -1.691 3.213 4.605
H -2.842 5.761 3.362
H -3.706 4.685 4.462
H -3.423 2.813 2.807
H -4.394 4.170 2.185
H -1.537 3.804 1.494
H -2.160 5.139 -1.713
H -0.949 5.123 -0.392
H -2.603 3.253 -2.903
H -0.151 -2.543 -0.921
H 0.268 -4.089 -1.698
H -0.496 -4.478 0.616
H 0.732 -3.337 1.231
H 0.272 -6.530 1.438
H 1.979 -6.965 1.298
H 0.847 -4.816 3.157
H 2.557 -5.240 3.011
H 0.337 -7.143 3.897
H 1.523 -6.382 4.959
H 2.044 -7.562 3.756
H 3.497 -5.510 0.274
H 3.086 -3.950 1.037
H 3.859 -3.532 -1.260
H 2.659 -4.697 -1.898
H 2.036 1.853 0.847
H 1.387 0.390 1.576
H 2.883 0.302 0.630
*
```

---

#ii
C20H29N5O3S | the ωB97M-V functional and the def2-TZVPD basis

Summary:
Frontier orbital gap, eV: 8.61
E_LUMO, eV: 0.35
SMILES string: CN(C)S(=O)(=O)N1CCC(n2nccc2NC(=O)CCCc2ccccc2)CC1
HOMO level, eV: -8.26

```
! wB97M-V def2-TZVPD RIJCOSX def2/J DEFGRID3
* xyz 0 1
C -0.637 -4.080 0.618
N -0.501 -3.082 -0.415
C -0.201 -3.587 -1.733
S 0.307 -1.729 0.078
O 0.374 -0.838 -1.046
O -0.348 -1.255 1.254
N 1.845 -2.274 0.504
C 2.334 -1.734 1.760
C 2.630 -0.242 1.640
C 3.596 0.053 0.482
N 3.641 1.471 0.214
N 4.821 2.102 0.249
C 4.571 3.367 -0.017
C 3.207 3.580 -0.243
C 2.632 2.333 -0.094
N 1.299 1.954 -0.176
C 0.249 2.763 0.176
O 0.378 3.916 0.512
C -1.074 2.028 0.109
C -1.556 1.864 -1.337
C -2.572 0.721 -1.464
C -3.713 0.875 -0.501
C -3.733 0.162 0.691
C -4.771 0.328 1.592
C -5.802 1.209 1.312
C -5.790 1.924 0.126
C -4.752 1.757 -0.773
C 3.269 -0.714 -0.812
C 2.842 -2.158 -0.544
H -0.867 -3.558 1.543
H 0.283 -4.662 0.745
H -1.459 -4.748 0.364
H -0.015 -2.731 -2.377
H 0.670 -4.253 -1.732
H -1.066 -4.135 -2.109
H 1.560 -1.902 2.508
H 3.230 -2.297 2.034
H 1.681 0.271 1.489
H 3.067 0.128 2.569
H 4.614 -0.207 0.797
H 5.370 4.081 -0.042
H 2.701 4.495 -0.465
H 1.068 1.011 -0.466
H -0.954 1.042 0.562
H -1.811 2.589 0.685
H -1.999 2.802 -1.678
H -0.708 1.634 -1.986
H -2.051 -0.220 -1.269
H -2.950 0.702 -2.489
H -2.927 -0.523 0.915
H -4.775 -0.231 2.516
H -6.612 1.339 2.015
H -6.592 2.613 -0.098
H -4.747 2.316 -1.698
H 2.466 -0.212 -1.349
H 4.150 -0.711 -1.456
H 2.422 -2.588 -1.454
H 3.701 -2.762 -0.235
*
```

---

Relative energy of each structure, in eV: #i 0.000; #ii 1.717.